No. 1
Formula: C33H34F10N6P2STi
Source: the Open Molecules 2025 dataset
Level of theory: ωB97M-V/def2-TZVPD

Results
E_LUMO (spin up / spin down): -0.2 / -0.2 eV
HOMO-LUMO gap (spin up / spin down): 5.6 / 6.4 eV
Spin multiplicity: 3
Net charge: 0
F_max: 0.0554 hartree/bohr
Energy relative to the best compared isomer or geometry (same formula, charge and spin): 154.7 kJ/mol

```
87
Properties=species:S:1:pos:R:3:forces:R:3:lowdin_charge:R:1
Ti -0.50529 0.38234 0.11010 -0.1757 -0.5708 -0.2888 0.74
C 0.42136 1.84688 2.95451 -0.5590 -1.7142 -1.1589 -0.08
N -0.18724 2.13940 1.64853 0.3476 0.7846 -0.7740 -0.28
C -1.52115 2.76542 1.84113 -0.7170 0.1534 1.7257 -0.19
C -2.53645 2.41025 0.74534 -0.6742 -0.8035 -1.3462 -0.20
N -2.47662 0.91941 0.43901 0.2507 1.4064 0.3686 -0.14
C -3.68963 0.24907 0.49187 1.2389 0.5631 1.6381 -0.22
C -4.36821 -0.01373 1.69228 -0.2396 0.0388 0.5187 -0.14
F -3.94968 0.46935 2.89075 0.1929 0.1439 -0.7571 0.07
C -5.48994 -0.81448 1.75831 0.7987 0.8845 0.6705 -0.16
F -6.05567 -1.00812 2.95578 -0.2801 -0.1862 -0.1777 0.12
C -5.99386 -1.37797 0.62143 0.0291 -0.2840 -0.2603 -0.17
F -7.11685 -2.06340 0.74602 -0.6475 -0.6533 -0.4219 0.13
C -5.32298 -1.21326 -0.58030 -0.3819 0.3947 0.4902 -0.14
F -5.79988 -1.77835 -1.69865 0.1473 0.0853 0.0925 0.11
C -4.22066 -0.36095 -0.60890 -0.9917 -1.1415 -0.9459 -0.20
F -3.65667 -0.19956 -1.79032 0.4495 0.2007 -0.8042 0.12
C 0.75966 3.02051 0.85772 -0.5083 -0.8819 0.5344 -0.17
C 0.24922 3.35420 -0.52495 0.2646 0.1508 -0.7215 -0.23
N -0.08652 2.14562 -1.28084 -0.2253 0.2506 2.2808 -0.05
C -0.34398 2.30906 -2.55516 0.2462 0.7134 -2.7451 -0.21
C -0.16135 3.44271 -3.46233 0.6757 0.2714 1.5511 -0.10
F 0.39067 4.63931 -3.07844 -0.2341 -0.3704 0.7039 0.04
C -0.38947 3.43514 -4.79776 -0.3381 0.1055 -0.6432 -0.18
F -0.16664 4.56071 -5.49293 0.0595 -0.0860 -0.0474 0.11
C -0.83868 2.32548 -5.48535 0.0388 0.4612 -0.9256 -0.18
F -1.00439 2.44008 -6.81313 -0.1791 -0.3931 -0.0884 0.10
C -1.03004 1.20208 -4.74976 -0.0663 -1.2484 1.0440 -0.12
F -1.46897 -0.00661 -5.25370 0.4753 1.5558 0.2025 0.07
C -0.76415 1.24642 -3.36723 -1.0700 -1.4248 -0.9933 -0.13
F -1.09781 0.04807 -2.80321 0.2561 0.3212 0.5660 0.03
H 0.42947 2.69651 3.58365 -0.1017 1.0278 0.9205 0.08
H 1.44446 1.54757 2.75640 0.1784 -0.1814 0.1717 0.06
H -0.14330 0.99267 3.40801 0.5395 0.7934 -0.1367 0.08
H -1.43266 3.88391 2.12657 -0.0929 -1.4445 -0.8257 0.15
H -1.97991 2.28764 2.78222 0.8222 0.5379 -1.2354 0.13
H -2.39859 2.94670 -0.26616 -0.1799 -0.4554 1.7310 0.12
H -3.55937 2.60147 1.14738 0.6768 0.4025 -0.3228 0.12
H 1.69379 2.46892 0.74734 -0.1960 -0.4235 0.1055 0.08
H 1.08369 3.86961 1.45815 -0.4811 0.6200 -0.0055 0.12
H 1.05306 3.87059 -1.04072 0.4451 0.2726 0.0738 0.10
H -0.55318 4.09956 -0.53557 -0.2344 -0.1012 0.3499 0.11
C 4.40735 -2.05556 1.04447 -0.7271 0.7156 0.5388 -0.26
P 2.85839 -1.14154 1.66945 0.6430 -0.2876 0.6063 0.89
C 3.51246 -0.32168 3.20500 1.1890 0.5412 -0.9008 -0.31
C 2.04882 -2.57810 2.54600 0.5294 -0.0070 0.6932 -0.45
C 0.78904 -2.19012 3.33072 -0.4673 -0.3125 -2.0338 -0.41
P -0.72632 -1.85469 2.18218 1.1519 0.0066 0.8415 0.88
C -1.79246 -1.49447 3.62250 0.5857 -1.3681 0.1709 -0.29
C -1.28645 -3.62510 1.90098 0.6444 -0.4396 0.9324 -0.28
H 5.00022 -2.23530 1.95351 0.3586 0.2538 -0.5648 0.03
H 4.90528 -1.49824 0.21680 -0.1679 -0.4452 0.8558 0.03
H 4.09211 -3.03817 0.71339 -0.1075 -0.1342 -0.3845 0.02
H 4.07592 -0.98701 3.86200 -0.0831 -0.0451 -0.0173 0.04
H 2.67898 0.09464 3.70560 -1.0283 0.0975 0.8345 -0.02
H 4.12246 0.58935 3.01288 -0.0885 -0.7250 -0.2498 0.05
H 2.75398 -3.14022 3.23987 -0.5559 0.6126 -0.9961 0.10
H 1.75103 -3.21284 1.71625 0.0394 -0.5628 0.0063 0.05
H 0.92827 -1.36165 3.99183 0.1242 0.7633 0.2893 0.05
H 0.45254 -3.00532 3.94246 -0.0745 -0.5806 0.3819 0.05
H -1.45893 -2.11049 4.44398 0.3909 -0.4892 0.3274 0.04
H -2.76025 -1.88482 3.44849 -1.3861 0.3195 -0.3385 0.02
H -1.75411 -0.52321 4.03308 -0.3213 1.3447 -0.1838 0.02
H -1.24008 -4.15539 2.90420 -0.4441 0.6206 -1.0403 0.06
H -0.62038 -4.24222 1.25071 -0.5569 0.8078 0.1247 0.04
H -2.31762 -3.58689 1.50723 0.4773 -0.2491 0.1751 0.03
N 2.37956 -1.63828 -2.66987 -0.7107 -0.0903 0.2887 0.18
C 3.21758 -0.58079 -2.44954 0.2674 -0.0720 0.2521 -0.21
C 4.50794 -0.43681 -2.96350 -0.8807 -0.3357 0.3265 -0.03
C 5.15908 0.68115 -2.57159 -0.3587 1.5480 0.3458 -0.09
C 4.49489 1.71222 -1.84186 0.2635 -0.9882 0.4158 -0.06
C 3.25278 1.50485 -1.28102 -0.9781 -0.2471 0.4362 -0.01
C 2.59040 0.28868 -1.52135 0.2733 -0.8617 -0.9543 -0.20
N 1.34623 -0.28292 -1.12382 1.4992 -0.7975 -1.8882 0.08
C 1.27005 -1.38279 -1.87573 0.1025 0.2173 0.2018 -0.26
C 0.06479 -2.18114 -1.96979 -0.5863 -1.0492 -0.5930 -0.33
C -0.17299 -3.13358 -2.94893 -0.4466 -0.0548 1.4759 -0.31
S -1.74307 -3.77602 -2.70262 0.1444 0.0719 -0.3538 1.07
C -2.01916 -2.71329 -1.41136 1.5199 0.4697 0.1093 -0.45
N -0.98368 -1.94272 -1.10828 -0.6695 -0.2452 -0.5185 0.00
H 2.62143 -2.41254 -3.32112 -0.8466 0.9487 1.0370 0.19
H 4.95786 -1.17192 -3.61621 -0.0010 -0.0938 0.0660 0.11
H 6.17231 0.78904 -2.86206 0.7849 0.4398 -0.2845 0.09
H 5.00348 2.62469 -1.59861 0.2678 0.2557 -0.1054 0.10
H 2.72727 2.22732 -0.65763 0.5577 0.0274 -0.3898 0.08
H 0.48545 -3.65241 -3.62026 0.1681 0.3390 -0.2787 0.07
H -2.96805 -2.74391 -0.90554 -0.0549 0.3050 0.2295 0.07
```
Forces are in eV/Å.

No. 2
Formula: C33H35BiN3O6P
Source: the Open Molecules 2025 dataset
Level of theory: ωB97M-V/def2-TZVPD

Results
E_LUMO: -0.3 eV
HOMO-LUMO gap: 8.3 eV
Spin multiplicity: 1
Net charge: 0
F_max: 0.0099 hartree/bohr
Energy relative to the best compared isomer or geometry (same formula, charge and spin): 0.0 kJ/mol

```
79
Properties=species:S:1:pos:R:3:forces:R:3:lowdin_charge:R:1
Bi -0.49696 0.68468 0.19158 -0.3932 -0.2560 -0.1908 1.91
O 2.86799 3.84976 0.74501 -0.0044 0.0307 -0.0851 0.04
C 2.01168 2.97800 0.78572 -0.0917 -0.0361 -0.0823 -0.63
O 1.13214 2.67432 -0.08892 0.1809 -0.0191 0.1702 -0.24
C 1.95130 2.12411 2.05440 -0.1359 -0.1188 0.0510 -0.18
C 2.79720 2.31884 3.13313 0.0127 0.0075 0.0547 0.02
C 2.64070 1.51683 4.25489 0.0181 0.0118 0.0314 -0.02
C 1.65051 0.54225 4.28136 0.0512 0.0167 0.0728 0.02
C 0.85548 0.40206 3.16245 -0.0372 0.0434 -0.1931 -0.21
N 1.01871 1.17377 2.09100 0.0386 0.0032 0.0800 0.02
C -0.22638 -0.65695 3.04217 -0.0056 0.0231 -0.0677 -0.60
O -0.41528 -1.41830 3.96367 -0.0388 -0.0346 0.0037 0.09
O -0.86730 -0.66641 1.90572 0.1109 0.0514 0.0927 -0.25
H 3.54443 3.09652 3.06300 0.0059 -0.0146 0.0154 0.12
H 3.28873 1.65111 5.11171 -0.0023 0.0032 -0.0032 0.11
H 1.48379 -0.10729 5.12865 0.0138 0.0074 -0.0008 0.12
O -4.01200 -1.32767 -1.43532 0.0060 -0.0249 -0.0513 0.08
C -3.21893 -0.60851 -0.86405 0.1195 0.0046 -0.0302 -0.58
O -1.92832 -0.69234 -0.91748 -0.1261 0.0367 0.1666 -0.27
C -3.76927 0.52930 -0.00922 0.1178 -0.0089 0.0546 -0.18
C -5.13171 0.88341 -0.10534 0.0181 -0.0867 -0.0179 0.02
C -5.58043 1.94469 0.61438 -0.0604 0.0825 0.0470 0.02
C -4.69224 2.65578 1.45915 -0.1037 0.0274 0.0107 -0.15
C -5.08926 3.76932 2.23803 -0.0248 -0.0349 -0.0297 -0.03
C -4.18897 4.40970 3.03839 0.0826 -0.0034 0.0257 -0.07
C -2.84913 3.96161 3.10263 -0.0783 0.0681 0.0206 -0.06
C -2.44132 2.88951 2.36471 0.0431 -0.0648 -0.0547 -0.01
C -3.35717 2.22005 1.51995 0.1448 -0.1913 -0.0068 -0.20
N -2.92971 1.15691 0.77210 0.0209 0.3566 0.0522 0.04
H -5.76256 0.30018 -0.75935 0.0072 0.0003 -0.0089 0.12
H -6.61554 2.26089 0.55300 0.0164 -0.0002 0.0058 0.12
H -6.12002 4.10053 2.18881 0.0205 -0.0078 -0.0068 0.12
H -4.49686 5.26078 3.63158 0.0088 -0.0104 -0.0052 0.11
H -2.14375 4.47290 3.74486 -0.0131 -0.0009 -0.0036 0.11
H -1.41561 2.53806 2.42530 -0.0457 0.0118 -0.0140 0.09
C 3.32724 -3.24952 -0.74315 0.0572 0.0008 0.0106 -0.07
C 2.70121 -1.99294 -0.13258 0.0030 0.0648 -0.0422 -0.67
C 3.70569 -0.83387 -0.13397 -0.0033 -0.0190 0.0313 -0.08
C 2.35149 -2.30985 1.32564 -0.0107 -0.0400 0.0229 -0.08
P 1.10693 -1.46638 -0.97736 0.1579 0.0826 -0.0455 1.10
C 0.14810 -3.01071 -1.07345 -0.0923 0.0498 0.0951 -0.35
C 0.20583 -3.91756 -2.12970 0.0161 -0.0969 0.0079 -0.09
C -0.52373 -5.09776 -2.08634 0.0130 0.0436 -0.0115 -0.07
C -1.31955 -5.38762 -0.98807 0.0114 0.0327 0.0316 -0.07
C -1.39330 -4.48560 0.06335 -0.0193 -0.0207 -0.0356 -0.05
C -0.67448 -3.30122 0.01782 -0.0163 0.0366 -0.0284 -0.10
C 1.42514 -0.80423 -2.70826 -0.0779 -0.0422 0.0058 -0.67
C 0.06598 -0.72948 -3.43010 0.0270 0.0242 0.0248 -0.08
C 1.94315 0.63832 -2.59418 0.0157 0.0656 -0.0680 -0.10
C 2.43418 -1.58816 -3.55870 -0.0104 0.0556 -0.0255 -0.08
H 4.20842 -3.51070 -0.14855 -0.0162 -0.0099 -0.0336 0.09
H 3.65375 -3.11127 -1.77167 -0.0143 0.0188 0.0002 0.06
H 2.64177 -4.09696 -0.70944 -0.0127 0.0251 0.0100 0.08
H 4.52930 -1.08434 0.54037 -0.0094 -0.0037 -0.0149 0.09
H 3.26114 0.09915 0.22562 -0.0170 -0.0349 -0.0192 0.07
H 4.13474 -0.65111 -1.11796 -0.0079 -0.0287 -0.0249 0.07
H 3.26820 -2.61326 1.83921 -0.0236 -0.0072 -0.0022 0.10
H 1.63181 -3.12342 1.42082 -0.0230 0.0260 -0.0310 0.09
H 1.96164 -1.43625 1.84314 -0.0194 0.0366 0.0072 0.06
H 0.81252 -3.72242 -3.00097 -0.0097 0.0070 0.0317 0.08
H -0.46879 -5.78843 -2.91811 -0.0067 0.0033 0.0053 0.10
H -1.89103 -6.30677 -0.95779 0.0109 0.0132 -0.0056 0.10
H -2.03055 -4.68829 0.91470 0.0162 0.0055 -0.0140 0.11
H -0.78843 -2.58376 0.82185 0.0495 -0.0638 -0.0164 0.08
H -0.60810 -0.01430 -2.95489 0.0297 -0.0265 0.0090 0.06
H -0.46584 -1.67677 -3.47160 0.0388 -0.0903 -0.0024 0.08
H 0.25007 -0.38893 -4.45334 -0.0217 0.0037 0.0268 0.09
H 1.28454 1.29976 -2.02693 0.0167 -0.0790 -0.0208 0.02
H 2.01169 1.04526 -3.60815 0.0150 0.0048 0.0241 0.09
H 2.93212 0.70830 -2.14565 -0.0177 -0.0047 -0.0056 0.07
H 2.20111 -2.64450 -3.67301 -0.0055 0.0559 0.0025 0.06
H 3.44566 -1.50723 -3.16237 0.0080 0.0168 0.0325 0.07
H 2.44262 -1.14248 -4.55796 0.0164 -0.0263 0.0164 0.09
C 0.12058 4.26056 -2.48402 -0.1841 -0.0815 0.0701 -0.05
C -0.93699 3.31156 -2.13066 0.2326 0.1859 -0.1331 -0.26
N -1.75133 2.54955 -1.85071 0.0803 0.0054 0.0174 0.13
H 0.87100 4.23322 -1.69297 -0.0166 -0.0338 0.0079 0.07
H -0.29512 5.26173 -2.57825 -0.0284 -0.0019 -0.0010 0.09
H 0.57565 3.97026 -3.42931 -0.0278 -0.0265 -0.0124 0.09
```
Forces are in eV/Å.

No. 3
Formula: C33H35Br5ErN7O3S2
Source: the Open Molecules 2025 dataset
Level of theory: ωB97M-V/def2-TZVPD

Results
E_LUMO (spin up / spin down): -0.6 / -0.6 eV
HOMO-LUMO gap (spin up / spin down): 6.6 / 6.6 eV
Spin multiplicity: 4
Net charge: 0
F_max: 0.0441 hartree/bohr
Energy relative to the best compared isomer or geometry (same formula, charge and spin): 91.9 kJ/mol

```
86
Properties=species:S:1:pos:R:3:forces:R:3:lowdin_charge:R:1
Er 1.51412 2.20210 -0.01271 -1.3666 0.1071 -1.2878 0.97
Br 7.32152 2.40110 3.71999 -0.1056 -0.0005 -0.0617 0.70
C 5.50342 2.34170 3.19939 0.1320 -0.0171 0.2499 -0.76
C 4.49992 2.34570 4.15459 0.2600 0.0113 0.1259 -0.77
Br 4.91662 2.36690 5.99759 0.0012 0.0239 -0.0358 0.70
C 3.16932 2.32340 3.74079 -0.2703 0.0381 0.0768 -0.63
Br 1.75172 2.32380 4.99609 -0.0433 -0.0458 0.0644 0.79
C 2.79482 2.28170 2.40329 0.7717 0.0573 0.5263 -0.44
O 1.53602 2.29730 2.01759 -0.3459 -0.0061 2.2396 -0.30
C 3.83722 2.21400 1.41829 0.6137 -0.0114 1.1318 -0.43
O 3.51282 2.08390 0.15909 1.9160 -0.1588 -0.3260 -0.24
C 5.16082 2.27450 1.84999 0.0406 -0.0330 -0.3266 -0.63
Br 6.47392 2.23340 0.48819 -0.0669 -0.0097 0.0831 0.77
Br -5.21698 -3.75970 -0.61551 0.0173 0.1429 -0.1449 0.72
C -5.07088 -2.18570 -1.67491 -0.1077 -0.0829 0.0410 -0.68
C -3.87158 -1.89930 -2.30851 -0.0771 -0.1849 0.2194 -0.12
C -3.74208 -0.73220 -3.03091 -0.2239 0.2827 -0.1994 -0.01
C -4.82098 0.15710 -3.14271 0.3251 -1.2780 1.0291 -0.30
C -6.04278 -0.18920 -2.54731 0.4125 0.3533 -0.2326 -0.02
C -6.16818 -1.34650 -1.80951 0.1122 -0.2034 0.2281 -0.12
N -4.81038 1.26610 -3.96821 -0.8068 0.6115 -0.8586 0.06
N -3.85118 1.99970 -4.23011 -0.8085 0.6342 -1.0542 0.07
C -2.64518 2.08890 -3.59001 1.5572 -0.0710 0.6335 -0.26
C -1.53468 2.34730 -4.40131 -0.9388 -0.2823 0.3623 -0.01
C -0.25388 2.37920 -3.89571 0.5580 -0.1086 0.7156 0.00
C 0.00942 2.20100 -2.52721 -0.6989 -0.0698 -1.0042 -0.36
O 1.20042 2.09710 -2.05691 -0.1889 0.1043 -1.8000 -0.20
C -1.14188 2.15070 -1.64541 -0.3116 0.0979 -0.4172 -0.14
N -0.90038 2.22890 -0.31081 -0.7858 -0.1787 0.1229 0.01
C -1.92348 2.22260 0.52379 0.3758 0.0085 -0.0246 -0.13
C -3.25378 2.18550 0.09689 -0.0976 -0.0351 -0.2996 -0.03
C -3.51868 2.12850 -1.24791 0.0096 0.0035 0.3052 0.01
C -2.46088 2.07940 -2.17271 0.3591 0.0890 -0.1665 -0.09
H -3.04408 -2.58690 -2.21661 0.0676 -0.0219 -0.0120 0.08
H -2.81838 -0.51840 -3.54941 0.0811 0.0387 0.0428 0.12
H -6.88358 0.47640 -2.67431 -0.0836 0.0374 -0.0628 0.11
H -7.11058 -1.59830 -1.34431 0.0072 -0.0189 0.0324 0.10
H -1.69558 2.44170 -5.46541 -0.1010 0.0811 -0.0698 0.12
H 0.59392 2.53010 -4.54491 0.1023 -0.0368 -0.0888 0.12
H -1.68348 2.27090 1.57999 0.0482 -0.0449 0.0279 0.12
H -4.05798 2.20720 0.81509 -0.0398 0.0240 0.1028 0.11
H -4.53958 2.14850 -1.59641 -0.0644 -0.0223 -0.0074 0.11
S 1.32282 4.93650 -0.01011 0.2102 0.2613 -0.4325 0.70
C 0.43662 5.05150 1.41519 0.0306 0.5949 0.1541 -0.84
N -0.89548 5.19060 1.46529 0.0733 -0.1545 0.1384 0.03
C -1.39648 5.22630 2.82509 -0.2893 0.0395 0.2328 -0.12
C -0.09878 5.24660 3.65889 -0.0839 0.0702 0.4121 -0.13
N 0.93592 5.16040 2.64549 -0.2110 -0.0873 -0.1222 0.05
H -1.48308 5.17310 0.65109 0.1955 -0.0756 -0.1090 0.14
H -1.99888 4.33650 3.03679 0.0325 0.1195 0.0275 0.11
H -2.01218 6.11380 2.99199 0.0569 -0.1060 0.0143 0.12
H -0.03718 4.39890 4.34579 -0.0087 0.1339 -0.1160 0.06
H 0.01502 6.17240 4.22989 -0.0858 -0.1009 -0.0302 0.12
H 1.89962 4.98210 2.87019 0.0614 -0.1394 -0.2078 0.14
C 1.29502 -2.49760 3.66659 0.1610 -0.1534 0.0667 -0.10
C 1.80352 -3.88940 3.30119 -0.2310 0.0764 -0.0612 -0.25
C 1.45352 -4.33810 1.87759 0.3136 -0.0041 0.0343 -0.19
C 2.49002 -3.95720 0.81249 -0.2586 -0.4481 -0.0079 -0.17
N 2.49472 -2.52980 0.54019 0.2341 0.2240 0.0868 0.03
C 1.66712 -1.87310 -0.29031 -0.2469 0.3858 -0.0270 -0.76
S 0.90702 -0.46090 0.27719 -0.3576 -0.4115 0.2688 0.71
N 1.35262 -2.32040 -1.51131 0.0081 0.0299 0.0959 0.02
C 2.13532 -3.16660 -2.39531 0.1998 -0.2659 -0.3839 -0.17
C 1.26272 -4.08720 -3.25321 0.2114 -0.1956 0.3115 -0.19
C 0.62582 -5.27210 -2.52061 -0.1445 0.2440 -0.0897 -0.25
C -0.57528 -4.89200 -1.66311 0.1693 -0.1863 0.0068 -0.10
H 1.50252 -2.29280 4.71429 -0.0002 0.1067 0.0775 0.07
H 0.22002 -2.43430 3.51489 -0.1110 0.0637 -0.0396 0.08
H 1.75832 -1.70830 3.07939 -0.0448 0.1544 0.0134 0.04
H 1.35332 -4.59830 3.99889 0.1038 -0.0330 0.0237 0.10
H 2.88562 -3.93990 3.44389 0.0523 -0.0887 0.0625 0.11
H 0.48402 -3.92410 1.59299 -0.0996 -0.0636 -0.0648 0.11
H 1.36772 -5.42620 1.86179 -0.0361 -0.0410 -0.0678 0.11
H 2.26352 -4.50710 -0.09771 0.1100 0.0168 -0.0227 0.09
H 3.49292 -4.23100 1.15139 -0.0626 -0.0811 -0.1133 0.13
H 2.67402 -1.99670 1.38379 -0.0684 0.0930 -0.3064 0.10
H 0.69882 -1.71830 -1.99721 0.0523 0.0109 0.2400 0.13
H 2.85242 -3.74550 -1.81661 -0.0060 0.0599 -0.0398 0.11
H 2.71032 -2.51500 -3.06611 -0.0011 -0.0515 0.1454 0.13
H 1.90192 -4.47890 -4.04711 -0.0121 0.1123 -0.0656 0.11
H 0.47712 -3.49340 -3.72571 -0.0145 0.0513 -0.1395 0.11
H 1.37752 -5.77450 -1.90761 0.0785 -0.0690 -0.0271 0.10
H 0.29372 -5.99160 -3.27201 0.0784 -0.0648 0.0254 0.11
H -0.29948 -4.20280 -0.87031 -0.0632 0.0831 0.1035 0.05
H -1.00908 -5.78040 -1.21031 -0.1012 -0.0359 0.0848 0.08
H -1.34068 -4.42510 -2.27861 -0.1302 0.1007 -0.0325 0.06
```
Forces are in eV/Å.